This record from the Open Molecules 2025 dataset describes the ion C4H10NO2 with charge +1 at a distorted geometry. The level of theory is wB97M-V/def2-TZVPD.

Properties
HOMO energy ... -14.34 eV
Energy relative to the best compared isomer or geometry (same formula, charge and spin) ... 2.202 eV
LUMO energy ... -0.1476 Eh
DFT total energy ... -363.35474 Eh
SMILES string ... [NH3+][C@H](C=O)CCO
Gap between HOMO and LUMO ... 10.32 eV
Charge ... +1

Each atom is followed by the atoms it is bonded to, with distances in Å.
CARTESIAN COORDINATES (ANGSTROEM)
1 O -0.982 0.942 2.584  C2 1.198
2 C -0.713 0.072 1.805  O1 1.198, C3 1.524, H8 1.099
3 C -0.276 0.420 0.387  C2 1.524, C4 1.530, N7 1.484, H9 1.090
4 C 0.842 -0.410 -0.246  C3 1.530, C5 1.529, H10 1.088, H11 1.091
5 C 0.299 -1.683 -0.897  C4 1.529, O6 1.410, H12 1.099, H13 1.085
6 O -0.057 -1.545 -2.254  C5 1.410, H14 0.960
7 N -0.130 1.895 0.312  C3 1.484, H15 1.021, H16 1.024, H17 1.037
8 H -0.751 -1.003 2.026  C2 1.099
9 H -1.184 0.125 -0.139  C3 1.090
10 H 1.719 -0.599 0.368  C4 1.088
11 H 1.142 0.177 -1.116  C4 1.091
12 H -0.586 -2.047 -0.356  C5 1.099
13 H 1.024 -2.488 -0.835  C5 1.085
14 H -0.054 -0.646 -2.589  O6 0.960
15 H 0.787 2.176 -0.041  N7 1.021
16 H -0.852 2.324 -0.273  N7 1.024
17 H -0.228 2.290 1.265  N7 1.037